(1)
{"formula": "C20H25N3O2S", "method": "ωB97M-V/def2-TZVPD", "symbols": ["C", "C", "C", "C", "N", "C", "H", "C", "N", "C", "O", "C", "C", "C", "C", "C", "C", "C", "C", "C", "C", "N", "C", "O", "H", "H", "H", "H", "H", "S", "H", "H", "H", "H", "H", "C", "C", "H", "H", "H", "H", "H", "H", "H", "H", "H", "H", "H", "H", "H", "H"], "xyz": [[6.675, 0.024, 0.662], [5.927, 0.670, -0.498], [5.044, -0.312, -1.268], [3.794, -0.738, -0.488], [2.939, 0.398, -0.173], [2.749, 0.640, 1.236], [3.738, 0.710, 1.697], [1.938, -0.413, 2.026], [0.528, -0.369, 1.732], [-0.122, -1.394, 1.135], [0.403, -2.460, 0.876], [-1.538, -1.137, 0.810], [-2.414, -2.057, 0.315], [-3.701, -1.524, 0.083], [-3.793, -0.180, 0.403], [-4.994, 0.571, 0.249], [-5.122, 1.928, 0.558], [-6.324, 2.573, 0.377], [-7.422, 1.873, -0.117], [-7.318, 0.534, -0.429], [-6.107, -0.136, -0.252], [-5.987, -1.467, -0.556], [-4.854, -2.252, -0.433], [-4.881, -3.425, -0.740], [-6.805, -1.947, -0.913], [-8.171, -0.007, -0.812], [-8.362, 2.382, -0.258], [-6.418, 3.620, 0.617], [-4.260, 2.455, 0.941], [-2.288, 0.429, 0.994], [-2.147, -3.080, 0.125], [0.047, 0.502, 1.895], [2.271, -1.422, 1.773], [2.090, -0.246, 3.098], [2.261, 1.614, 1.350], [1.733, 0.482, -0.977], [2.037, 0.918, -2.408], [1.107, 1.124, -2.932], [2.646, 1.818, -2.401], [2.567, 0.139, -2.948], [1.188, -0.475, -1.007], [1.080, 1.232, -0.521], [4.109, -1.234, 0.432], [3.240, -1.479, -1.077], [5.620, -1.207, -1.515], [4.737, 0.158, -2.202], [6.659, 1.097, -1.188], [5.301, 1.484, -0.131], [7.310, 0.755, 1.158], [5.986, -0.381, 1.400], [7.304, -0.788, 0.303]], "nbo_charge": [-0.61, -0.40, -0.40, -0.22, -0.47, -0.20, 0.20, -0.26, -0.60, 0.64, -0.61, -0.29, -0.14, -0.19, -0.14, -0.07, -0.17, -0.24, -0.18, -0.25, 0.19, -0.57, 0.66, -0.60, 0.42, 0.22, 0.22, 0.22, 0.21, 0.41, 0.26, 0.39, 0.24, 0.20, 0.19, -0.20, -0.61, 0.21, 0.21, 0.20, 0.17, 0.19, 0.19, 0.20, 0.20, 0.20, 0.20, 0.21, 0.21, 0.19, 0.20], "smiles": "CCCCN(CC)CCNC(=O)c1cc2c(=O)[nH]c3ccccc3c2s1", "e_tot_ha": -1490.1100, "e_homo_ha": -0.3010, "orbital_gap_ha": 0.2879}



(2)
{"formula": "C20H25N3O3", "method": "ωB97M-V/def2-TZVPD", "symbols": ["C", "C", "C", "H", "H", "C", "N", "C", "H", "H", "H", "C", "H", "C", "N", "C", "O", "C", "C", "C", "C", "C", "C", "C", "C", "C", "C", "N", "C", "O", "H", "O", "C", "H", "H", "H", "H", "H", "H", "H", "H", "H", "H", "H", "H", "H", "H", "H", "H", "H", "H"], "xyz": [[0.033, -1.630, -1.530], [-1.461, -1.335, -1.532], [-2.262, -2.413, -0.805], [-2.193, -3.353, -1.356], [-1.834, -2.572, 0.186], [-3.735, -2.019, -0.659], [-3.887, -0.996, 0.367], [-4.205, -1.570, 1.657], [-3.488, -2.357, 1.883], [-5.219, -2.002, 1.686], [-4.132, -0.810, 2.432], [-4.752, 0.115, 0.017], [-4.609, 0.334, -1.043], [-4.360, 1.366, 0.819], [-2.929, 1.522, 0.792], [-2.305, 2.591, 0.258], [-2.865, 3.612, -0.099], [-0.838, 2.423, 0.165], [0.099, 3.290, -0.305], [1.351, 2.616, -0.208], [2.670, 2.889, -0.500], [3.612, 1.883, -0.242], [4.992, 2.049, -0.505], [5.880, 1.053, -0.251], [5.445, -0.186, 0.287], [4.114, -0.384, 0.558], [3.175, 0.635, 0.305], [1.884, 0.374, 0.596], [1.040, 1.333, 0.341], [-0.282, 1.232, 0.564], [3.732, -1.304, 0.966], [6.431, -1.094, 0.489], [6.085, -2.352, 1.019], [7.018, -2.907, 1.095], [5.395, -2.886, 0.359], [5.636, -2.256, 2.012], [6.934, 1.169, -0.448], [5.328, 2.991, -0.916], [2.978, 3.838, -0.914], [-0.090, 4.277, -0.673], [-2.407, 0.670, 0.949], [-4.804, 2.261, 0.379], [-4.698, 1.282, 1.857], [-5.820, -0.105, 0.185], [-4.339, -2.906, -0.419], [-4.090, -1.634, -1.618], [-1.817, -1.259, -2.562], [-1.640, -0.374, -1.047], [0.231, -2.610, -1.959], [0.427, -1.606, -0.516], [0.570, -0.886, -2.115]], "nbo_charge": [-0.61, -0.40, -0.39, 0.20, 0.20, -0.21, -0.47, -0.41, 0.21, 0.17, 0.20, -0.21, 0.20, -0.23, -0.61, 0.63, -0.62, 0.20, -0.23, -0.16, -0.10, -0.13, -0.16, -0.24, 0.31, -0.28, 0.18, -0.45, 0.51, -0.43, 0.23, -0.49, -0.25, 0.20, 0.18, 0.18, 0.23, 0.21, 0.22, 0.25, 0.43, 0.24, 0.19, 0.17, 0.18, 0.19, 0.19, 0.20, 0.20, 0.22, 0.21], "smiles": "CCCCN(C)CCNC(=O)c1cc2cc3ccc(OC)cc3nc2o1", "e_tot_ha": -1167.1170, "e_homo_ha": -0.2970, "orbital_gap_ha": 0.2917}



(3)
{"formula": "C20H25N3O3S", "method": "ωB97M-V/def2-TZVPD", "symbols": ["C", "C", "C", "C", "C", "C", "C", "H", "H", "C", "O", "N", "H", "C", "C", "C", "N", "C", "C", "C", "H", "H", "H", "H", "H", "H", "H", "S", "O", "O", "N", "C", "C", "C", "C", "H", "C", "H", "H", "C", "H", "H", "H", "H", "H", "H", "H", "H", "H", "H", "H", "H"], "xyz": [[-2.009, -3.334, -1.111], [-0.847, -2.593, -0.529], [-0.707, -1.212, -0.585], [0.396, -0.579, -0.040], [1.400, -1.307, 0.580], [1.259, -2.691, 0.667], [0.162, -3.315, 0.115], [0.069, -4.390, 0.176], [2.027, -3.258, 1.171], [2.606, -0.673, 1.192], [3.183, -1.164, 2.144], [2.995, 0.486, 0.612], [2.564, 0.779, -0.250], [4.177, 1.202, 1.046], [5.345, 0.941, 0.132], [5.872, 1.928, -0.692], [6.880, 1.727, -1.522], [7.415, 0.520, -1.576], [6.970, -0.543, -0.803], [5.916, -0.326, 0.066], [5.534, -1.120, 0.692], [7.439, -1.512, -0.878], [8.236, 0.405, -2.271], [5.470, 2.933, -0.682], [4.403, 0.838, 2.053], [3.954, 2.272, 1.085], [0.429, 0.497, -0.110], [-1.898, -0.033, -1.254], [-2.846, -0.678, -2.119], [-1.147, 1.067, -1.790], [-2.640, 0.480, 0.126], [-3.695, -0.339, 0.668], [-5.035, -0.112, -0.037], [-5.645, 1.261, 0.236], [-4.710, 2.429, -0.081], [-4.256, 2.280, -1.062], [-3.612, 2.611, 0.969], [-3.307, 3.658, 1.011], [-4.011, 2.350, 1.951], [-2.358, 1.778, 0.679], [-1.744, 2.281, -0.070], [-1.767, 1.670, 1.602], [-5.308, 3.343, -0.123], [-6.548, 1.356, -0.371], [-5.949, 1.324, 1.285], [-5.735, -0.885, 0.288], [-4.866, -0.233, -1.107], [-3.394, -1.382, 0.536], [-3.777, -0.139, 1.740], [-1.649, -4.146, -1.740], [-2.635, -2.675, -1.703], [-2.606, -3.777, -0.314]], "nbo_charge": [-0.67, 0.02, -0.26, -0.19, -0.16, -0.13, -0.22, 0.22, 0.24, 0.67, -0.63, -0.60, 0.40, -0.25, -0.08, 0.03, -0.41, 0.03, -0.25, -0.16, 0.23, 0.22, 0.19, 0.19, 0.25, 0.21, 0.23, 2.34, -0.94, -0.95, -0.72, -0.22, -0.42, -0.39, -0.41, 0.21, -0.41, 0.22, 0.19, -0.22, 0.24, 0.18, 0.21, 0.21, 0.19, 0.21, 0.23, 0.21, 0.21, 0.23, 0.26, 0.22], "smiles": "Cc1ccc(C(=O)NCc2cccnc2)cc1S(=O)(=O)N1CCCCCC1", "e_tot_ha": -1565.3047, "e_homo_ha": -0.3403, "orbital_gap_ha": 0.3583}



(4)
{"formula": "C20H25N5", "method": "ωB97M-V/def2-TZVPD", "symbols": ["N", "C", "C", "C", "C", "H", "H", "H", "H", "H", "N", "C", "C", "C", "C", "H", "H", "H", "H", "H", "N", "C", "C", "C", "C", "H", "H", "H", "H", "H", "N", "C", "C", "C", "C", "H", "H", "H", "H", "H", "N", "C", "C", "C", "C", "H", "H", "H", "H", "H"], "xyz": [[0.265, 0.675, 0.958], [0.686, -0.374, 0.172], [0.034, -1.568, 0.479], [-0.810, -1.197, 1.550], [-0.652, 0.206, 1.853], [0.517, 1.647, 0.850], [1.441, -0.170, -0.573], [0.182, -2.517, -0.016], [-1.343, -1.918, 2.152], [-1.113, 0.852, 2.585], [1.889, -0.467, -5.290], [0.667, -1.071, -5.129], [0.115, -0.376, -4.005], [0.995, 0.660, -3.640], [2.123, 0.547, -4.463], [2.428, -0.776, -6.087], [0.252, -1.859, -5.739], [-0.801, -0.677, -3.518], [0.889, 1.450, -2.911], [3.048, 1.104, -4.475], [-2.106, 0.626, -1.559], [-3.219, 0.031, -1.087], [-4.269, 0.487, -1.798], [-3.773, 1.506, -2.622], [-2.418, 1.598, -2.397], [-1.163, 0.386, -1.288], [-3.064, -0.825, -0.447], [-5.255, 0.061, -1.683], [-4.387, 2.074, -3.305], [-1.642, 2.179, -2.872], [0.955, -3.412, 3.555], [0.214, -4.377, 4.170], [0.698, -4.682, 5.453], [1.822, -3.882, 5.595], [1.913, -3.076, 4.434], [0.904, -3.004, 2.632], [-0.592, -4.877, 3.653], [0.340, -5.407, 6.169], [2.452, -3.902, 6.472], [2.577, -2.288, 4.110], [-0.212, 3.839, 0.987], [0.333, 3.522, -0.206], [1.692, 3.378, -0.019], [1.990, 3.624, 1.313], [0.818, 3.938, 1.926], [-1.180, 4.084, 1.134], [-0.292, 3.460, -1.086], [2.440, 3.093, -0.744], [2.939, 3.459, 1.802], [0.674, 4.217, 2.959]], "nbo_charge": [-0.51, -0.11, -0.36, -0.35, -0.10, 0.45, 0.22, 0.23, 0.21, 0.22, -0.50, -0.14, -0.29, -0.34, -0.13, 0.40, 0.21, 0.23, 0.22, 0.21, -0.50, -0.09, -0.33, -0.33, -0.12, 0.43, 0.21, 0.21, 0.21, 0.21, -0.50, -0.09, -0.32, -0.32, -0.08, 0.44, 0.20, 0.22, 0.21, 0.21, -0.60, -0.25, -0.36, -0.35, -0.27, 0.34, 0.21, 0.21, 0.21, 0.21], "spin_multiplicity": 2, "e_tot_ha": -1050.7682, "e_homo_ha": [0.0339, -0.2039], "charge": -1, "orbital_gap_ha": [0.0666, 0.3032]}



- What is the formula in the second record?
  C20H25N3O3